Here is C6H11N in the gas phase at a distorted geometry from the Open Molecules 2025 dataset. Energies are from wB97M-V/def2-TZVPD.

Computed properties:
Net charge: 0
Spin multiplicity: 1
Energy above the lowest of the compared OMol25 structures with the same formula, charge and spin in eV: 3.615
Kohn-Sham gap in eV: 7.0
Lowest unoccupied orbital energy in eV: 0.47
HOMO energy in hartree: -0.2399

```
18
Properties=species:S:1:pos:R:3:forces:R:3
C -3.312525 1.109354 0.983736 1.447 0.722 -1.400
C -1.801589 1.203271 0.657955 0.105 0.768 0.377
C -0.991524 0.203955 0.297539 -1.403 -2.670 0.903
C 0.403725 0.057195 0.517076 0.923 0.287 0.217
C 1.133677 -1.094916 0.199822 -0.576 0.637 0.159
N 2.300717 -1.052189 -0.517999 -0.014 -1.142 1.322
C 2.255832 -0.423164 -1.843807 0.957 -0.043 0.697
H -3.404115 0.281161 1.668228 -0.587 -0.243 0.072
H -3.886515 0.993406 0.046395 0.008 -0.303 0.548
H -3.655094 2.040984 1.443764 0.095 -0.249 0.057
H -1.236852 2.118816 0.834757 -0.502 0.226 0.425
H -1.474142 -0.744570 -0.066278 0.243 0.571 0.255
H 0.876842 0.702084 1.287279 0.370 0.697 -1.618
H 0.856630 -2.055745 0.643558 -0.478 -0.351 -0.974
H 2.726375 -1.978554 -0.516914 0.118 0.563 -0.186
H 2.484721 0.633487 -1.717538 -0.037 -0.040 -0.424
H 3.035767 -0.929807 -2.443174 -0.513 0.472 0.038
H 1.257618 -0.559522 -2.234825 -0.156 0.096 -0.468
```
Positions in Å, forces in eV/Å.

The molecule's natural (NBO) atomic charges, reported in e, are given here:
1 C -0.6442
2 C -0.2078
3 C -0.2238
4 C -0.4035
5 C 0.0864
6 N -0.5813
7 C -0.4034
8 H 0.2170
9 H 0.2165
10 H 0.2165
11 H 0.1856
12 H 0.1702
13 H 0.2248
14 H 0.1660
15 H 0.3732
16 H 0.2094
17 H 0.1992
18 H 0.1993